No. 1
# C4H5N5

A single C4H5N5 molecule in a non-equilibrium geometry (the ωB97M-V functional and the def2-TZVPD basis, the OMol25 dataset).

Geometry (Å):
C  -2.241  -1.191  0.017
C  -3.120  -0.075  0.013
C  -0.850  -1.031  -0.023
C  2.135  0.710  -0.074
N  -2.876  1.133  -0.160
N  0.049  -2.064  -0.056
N  1.211  -1.541  -0.085
N  -0.189  0.138  -0.024
N  1.061  -0.229  -0.057
H  -2.630  -2.193  0.075
H  -4.175  -0.340  0.194
H  2.749  0.548  -0.958
H  1.698  1.705  -0.096
H  2.753  0.598  0.818

As for the total charge: 0. The value obtained for the total energy is -11675.2039 eV. Its LUMO energy (alpha / beta) is -1.63 / -0.23 eV. The value obtained for the molar mass is 123.12 g mol⁻¹. The orbital gap (alpha / beta) comes out at 7.98 / 8.18 eV. As for the spin multiplicity: 1. For the relative energy (zero: lowest compared OMol25 entry of this formula, charge and spin), the calculation gives 328.5 kJ/mol.

No. 2
# CH10O5

A 5-piece molecular cluster, CH10O5 overall (the ωB97M-V functional and the def2-TZVPD basis, the OMol25 dataset).

Geometry (Å):
O  3.805  1.660  3.339
C  2.889  1.611  4.177
H  2.909  2.302  5.052
H  1.893  1.151  4.007
H  -0.983  -1.256  1.255
H  -0.178  -0.484  0.119
O  -0.443  -1.357  0.460
H  -1.399  -1.970  -1.127
H  -0.779  -2.339  -2.552
O  -1.500  -1.886  -2.104
H  0.659  -0.219  -1.636
H  0.627  1.323  -1.638
O  0.909  0.556  -1.111
H  -3.370  0.698  -2.344
H  -2.325  -0.331  -2.856
O  -2.714  0.540  -3.041

As for the total charge: -1. The value obtained for the total energy is -11435.1576 eV. Its LUMO energy (alpha / beta) is 2.99 / 3.09 eV. The value obtained for the molar mass is 102.09 g mol⁻¹. The orbital gap (alpha / beta) comes out at 2.14 / 7.65 eV. As for the spin multiplicity: 2. For the relative energy (zero: lowest compared OMol25 entry of this formula, charge and spin), the calculation gives 67.8 kJ/mol. As for the expectation value of S²: 0.752.

No. 3
# C30H19BF16N5O8Y

C30H19BF16N5O8Y as an isolated structure in a non-equilibrium geometry (the ωB97M-V functional and the def2-TZVPD basis, the OMol25 dataset).

Geometry (Å):
Y  0.146  0.194  -0.140
C  1.671  1.656  6.830
C  1.692  1.157  5.413
C  2.437  0.059  5.002
C  2.387  -0.377  3.700
C  1.572  0.244  2.725
N  1.532  -0.201  1.452
C  1.851  -1.495  1.108
C  1.481  -2.589  1.917
C  1.768  -3.885  1.557
C  2.451  -4.158  0.378
C  2.786  -5.561  -0.034
C  2.778  -3.097  -0.459
C  2.496  -1.782  -0.130
C  2.814  -0.614  -1.085
O  1.870  0.340  -1.189
C  3.090  -1.080  -2.550
F  3.200  -0.021  -3.366
F  4.236  -1.785  -2.768
F  2.113  -1.834  -3.045
C  4.145  0.032  -0.583
F  4.596  1.025  -1.365
F  4.032  0.545  0.644
F  5.176  -0.850  -0.506
C  0.902  1.437  3.126
C  0.982  1.852  4.442
C  0.190  2.315  2.090
O  -0.482  1.705  1.099
C  1.301  3.209  1.446
F  2.208  3.708  2.311
F  0.828  4.285  0.786
F  1.988  2.501  0.537
C  -0.842  3.294  2.728
F  -1.600  3.861  1.782
F  -0.321  4.334  3.425
F  -1.702  2.692  3.561
H  2.164  0.953  7.498
H  0.642  1.796  7.162
H  2.176  2.621  6.905
H  3.063  -0.459  5.716
H  3.002  -1.207  3.385
H  0.905  -2.397  2.810
H  1.456  -4.702  2.195
H  2.880  -6.206  0.837
H  3.721  -5.576  -0.591
H  1.999  -5.962  -0.673
H  3.269  -3.328  -1.392
H  0.483  2.754  4.759
O  -2.298  -2.145  2.553
C  -2.213  -1.257  1.714
O  -1.236  -1.004  0.967
C  -3.455  -0.324  1.562
C  -4.647  -0.700  2.165
C  -5.765  0.134  2.102
C  -5.698  1.363  1.458
C  -4.505  1.717  0.841
C  -3.388  0.882  0.875
N  -4.468  2.950  0.113
O  -3.716  3.035  -0.841
O  -5.235  3.836  0.455
N  -6.995  -0.281  2.697
O  -7.961  0.473  2.622
O  -7.039  -1.372  3.248
H  -4.696  -1.642  2.690
H  -6.562  2.011  1.423
H  -2.450  1.196  0.435
N  -2.104  2.310  -3.264
C  -0.980  3.084  -3.202
C  -0.184  2.519  -2.251
N  -0.820  1.425  -1.733
C  -1.972  1.332  -2.353
H  -2.905  2.474  -3.848
H  -0.846  3.944  -3.826
H  0.795  2.804  -1.909
H  -2.703  0.563  -2.187
F  -0.128  -1.585  -1.508
B  -1.284  -1.920  -2.326
F  -1.243  -3.230  -2.687
F  -1.266  -1.103  -3.440
F  -2.401  -1.615  -1.570

As for the total charge: -2. The value obtained for the total energy is -100460.0366 eV. Its LUMO energy is 3.15 eV. The value obtained for the molar mass is 981.19 g mol⁻¹. The orbital gap comes out at 4.91 eV. As for the spin multiplicity: 1. For the relative energy (zero: lowest compared OMol25 entry of this formula, charge and spin), the calculation gives 139.1 kJ/mol.